1.
DFT (the ωB97M-V functional and the def2-TZVPD basis) results for a structure of composition C18H28Cl2N2O8P2TcTe at a distorted geometry.

The geometry in XYZ format:
```
62
C18H28Cl2N2O8P2TcTe the ωB97M-V functional and the def2-TZVPD basis
N -2.14348 -0.12019 1.05715
H -2.67355 -3.29970 -5.24436
O -2.65432 -1.57016 -3.24440
H -3.58569 0.66448 -4.67003
C 1.39833 4.67417 -1.39180
O 0.03910 2.35985 1.12423
O -1.22302 -0.41755 -1.54477
H -1.22520 -4.18967 -4.74328
O -0.96286 1.99588 -1.15585
C 0.64306 3.40432 0.57602
C 2.02616 -0.57727 -1.08473
H -1.83657 3.17405 -4.75135
H -2.91743 -2.10992 1.25084
H -0.71647 0.24008 3.96252
H 2.55110 2.13962 2.54319
C 1.43312 -1.36811 2.78124
C -1.52276 -2.34227 -3.69899
H -0.35602 3.10730 -2.69611
H -2.65537 -4.16569 -3.69925
N 0.12760 -1.33514 0.26405
H 1.89276 -1.32948 3.77119
C -0.87111 -2.21281 0.59602
H -0.27467 1.92604 3.58842
H 3.30999 0.55454 2.75100
O 1.46437 0.58684 -0.82936
H 0.56988 -2.03038 2.81882
C 0.10809 0.92138 3.74377
C 2.59157 1.12520 2.16272
P -2.39686 -0.18074 -2.49045
Cl 1.01390 4.41345 3.08704
H -1.71242 -1.63847 2.45066
H 1.41556 4.79263 -2.46800
C 1.91721 5.46445 0.80324
H 2.90912 1.14177 1.11924
O -1.77010 0.75808 -3.64591
C -2.80582 2.67306 -4.70744
C -0.22074 2.84790 -1.64063
H -2.83055 -0.00043 0.30547
H 0.88690 -2.38126 -1.38550
O -0.85411 -3.39683 0.33827
Tc -0.28153 0.53103 0.20274
C 1.25204 -1.79151 -0.54332
C -2.62179 1.17218 -4.73893
H -0.92169 -1.73241 -4.37835
H 0.79470 0.91526 4.59185
C -1.99489 -1.55225 1.39891
H -3.32454 2.96573 -3.79404
H 2.15621 -1.78515 2.08145
H -3.39513 2.99956 -5.56596
C 2.04162 5.57607 -0.57339
H -2.51696 0.40623 1.83816
C 0.69280 3.61887 -0.82456
H 2.36799 6.20580 1.44851
C 1.20699 4.41709 1.36380
H -0.91014 -2.60667 -2.83658
C -2.05419 -3.57491 -4.39012
H 1.92900 -2.43125 0.02489
P 0.96716 0.31964 2.26197
Cl 2.95165 6.88445 -1.24796
Te -4.41184 0.59909 -1.60752
O 3.06462 -0.72653 -1.68607
H -2.12635 0.85219 -5.65599
```

The multiplicity is 2. The net charge is 0. Its expectation value of S² is 0.76. As for the LUMO energy (spin up / spin down): -1.302 / -1.229 eV.

=====

2.
DFT (the ωB97M-V functional and the def2-TZVPD basis) results for a structure of composition C7H8O at a distorted geometry.

The geometry in XYZ format:
```
16
C7H8O the ωB97M-V functional and the def2-TZVPD basis
H -0.91063 3.17823 1.14762
C 0.04996 2.35152 0.64581
C -0.39052 1.14566 0.81861
C -0.83678 -0.60131 -0.84250
H 0.37067 0.48729 -2.53892
H 0.91199 -3.08579 2.33722
H 1.36143 2.48833 0.50201
H -1.58674 1.28813 1.26350
C 0.37448 -1.33489 1.19325
C 0.83672 -2.50736 1.54002
C 0.35134 -0.36671 -1.74330
H -1.81629 -0.05833 -0.94420
H -0.91764 -1.76724 -0.88048
H 0.93012 -1.12666 -2.30299
O 1.15498 0.07710 -0.54991
C 0.11692 -0.16795 0.35425
```

The net charge is 0. The energy above the lowest of the compared OMol25 structures with the same formula, charge and spin comes out at 798.2 kJ/mol. As for the LUMO energy: 0.824 eV.

=====

3.
DFT (the ωB97M-V functional and the def2-TZVPD basis) results for a structure of composition C24H37EuN4O4Si3 at a distorted geometry.

The geometry in XYZ format:
```
73
C24H37EuN4O4Si3 the ωB97M-V functional and the def2-TZVPD basis
H 3.89264 3.18341 0.79277
H 3.30916 0.16986 4.03851
H 0.90751 3.07073 -0.96400
N -3.02987 1.53801 -0.90507
C 2.07304 -0.98411 -1.88838
C -3.90429 2.83270 -2.73030
H -4.88235 -5.35924 0.89993
H -1.34348 -5.19411 1.74384
H -5.05654 -3.88130 1.80688
H 3.40314 2.68186 -1.30457
O -1.27325 1.49560 -3.74627
C 0.34196 -1.10588 3.03477
H -0.53255 -1.07863 2.34783
C 3.04247 1.80581 -1.85154
C -4.57833 -4.33545 0.97567
H 0.21047 -0.38196 3.84276
H 2.26815 -3.31959 2.00757
H 2.60700 -2.41229 -4.89699
C 0.60613 3.23942 0.08983
O -1.87763 -0.19917 -2.42939
H 3.04789 -1.54642 4.10414
C -5.76288 4.54248 -2.21305
C 3.26794 -0.73779 3.41838
H -0.80956 -2.42387 -2.31378
C -4.74345 3.49961 -1.84485
H 3.18097 -2.53626 0.67339
H 3.74557 -1.01206 -3.20953
H 2.93956 4.25991 1.91249
H 4.91016 -0.95210 0.21402
H 1.09469 1.83715 3.78910
C -3.81678 2.17879 -0.06556
Si 2.88183 0.31664 -0.72014
O -5.40732 5.64953 -2.60357
C 0.66303 2.39746 2.95129
C -2.03360 0.98422 -2.93661
Si 1.93945 -0.85050 2.02623
C 2.74872 -1.35707 -3.05410
C 0.20801 -2.15877 -2.58855
H -3.78086 1.89617 0.98423
C 4.73067 -0.18053 -0.51375
Eu -0.84971 0.13944 -0.47473
C 3.21504 3.24751 1.66579
H -3.91978 3.08335 -3.79382
H 5.12977 -0.54000 -1.45282
N 0.79532 -1.38313 -1.67895
H 5.34407 0.71429 -0.23734
H 1.45575 -2.78836 0.49649
C 1.73382 0.47556 0.73458
H 2.10750 2.02839 -2.37644
Si 1.62514 2.22860 1.33396
H 3.86071 2.88521 2.48614
H -2.44064 -4.73854 3.05718
C -4.66330 3.15350 -0.50705
H -2.77524 -6.11900 1.95247
H -5.34378 3.74023 0.10409
C 2.11424 -2.14975 -3.97863
H 0.53759 3.44050 3.20811
H -0.35225 2.00247 2.81208
H 0.38968 -2.11063 3.48071
H 0.68954 4.32006 0.31457
N -3.11774 -4.24828 1.10058
C -2.51609 -3.10323 0.79993
H 0.28858 -3.20637 -4.44962
C -3.08665 1.83940 -2.21294
H 4.28483 -0.91114 3.05404
N -1.99478 -2.11740 0.50801
C 2.24383 -2.56452 1.21933
H 3.81353 1.61279 -2.60694
C 0.83473 -2.58888 -3.72602
H -4.87385 -3.78001 0.09763
C -2.38016 -5.11115 2.02680
H -0.45308 2.97696 0.20306
O -6.88406 3.99985 -2.03390
```

The multiplicity is 8. The net charge is -1. Its expectation value of S² is 15.76. As for the LUMO energy (spin up / spin down): 1.680 / 1.679 eV.

=====

4.
DFT (the ωB97M-V functional and the def2-TZVPD basis) results for an isolated molecule of C2H5BO2 at a distorted geometry.

The geometry in XYZ format:
```
10
C2H5BO2 the ωB97M-V functional and the def2-TZVPD basis
O -1.26201 0.43730 -1.71629
H -0.01595 1.79490 0.06243
H 0.01120 1.56266 1.78558
O -0.40026 -0.06516 0.52973
B 0.11097 -1.50290 -0.46109
C -0.66525 -0.33430 -1.08590
H -0.54688 -2.25586 -0.00232
H 1.36328 -1.67797 -0.78059
C 0.20657 1.10970 0.79793
H 1.19831 0.93164 0.87051
```

The net charge is 0. The energy above the lowest of the compared OMol25 structures with the same formula, charge and spin comes out at 416.3 kJ/mol. As for the LUMO energy: 0.768 eV.

=====

5.
DFT (the ωB97M-V functional and the def2-TZVPD basis) results for a cluster of 2 separate species, C2H2S in total at a distorted geometry.

The geometry in XYZ format:
```
5
C2H2S the ωB97M-V functional and the def2-TZVPD basis
C 0.01133 0.18720 0.03097
S -1.56526 -0.45606 -0.28216
H -2.27552 -0.33167 0.94468
H 2.64039 0.52843 -0.48155
C 1.18906 0.07210 -0.21195
```

The net charge is 0. The energy above the lowest of the compared OMol25 structures with the same formula, charge and spin comes out at 305.4 kJ/mol. As for the LUMO energy: 0.220 eV.